{"formula": "H5OS2", "method": "wB97M-V/def2-TZVPD", "charge": 1, "e_homo_ev": -14.63, "spin_multiplicity": 1, "total_energy_ha": -874.0521, "de_lowest_ev": 6.5511, "species": ["O", "H", "H", "H", "S", "S", "H", "H"], "positions_angstrom": [[0.31, 1.82, -2.28], [1.19, 1.91, -2.70], [0.50, 1.32, -1.43], [-0.26, -1.00, 1.67], [0.31, -0.68, -0.90], [-0.49, -0.77, 2.96], [-0.15, -1.89, -1.21], [-1.40, -0.71, 3.90]], "lowdin_charge": [-0.0020, 0.0922, -0.0739, -0.2636, 0.8771, 0.6800, -0.1545, -0.1553]}

{"formula": "C12H24Cl18O8P2", "method": "wB97M-V/def2-TZVPD", "s_squared": 0.753, "charge": -1, "e_homo_ev": [0.08, -5.89], "spin_multiplicity": 2, "total_energy_ha": -10039.7625, "species": ["C", "O", "P", "O", "O", "C", "O", "C", "H", "H", "H", "H", "H", "H", "H", "H", "H", "C", "O", "P", "O", "O", "C", "O", "C", "H", "H", "H", "H", "H", "H", "H", "H", "H", "C", "Cl", "Cl", "Cl", "H", "C", "Cl", "Cl", "Cl", "H", "C", "Cl", "Cl", "Cl", "H", "C", "Cl", "Cl", "Cl", "H", "C", "Cl", "Cl", "Cl", "H", "C", "Cl", "Cl", "Cl", "H"], "positions_angstrom": [[-1.58, 21.59, 2.89], [-0.36, 22.36, 3.10], [1.13, 21.70, 2.71], [2.31, 22.50, 3.16], [1.07, 20.14, 3.25], [1.19, 19.74, 4.66], [1.05, 21.54, 1.14], [1.11, 22.65, 0.12], [-2.60, 21.97, 2.93], [-1.61, 20.70, 3.52], [-1.52, 21.14, 1.90], [0.74, 18.76, 4.86], [0.58, 20.39, 5.30], [2.18, 19.59, 5.09], [2.08, 22.72, -0.37], [1.13, 23.65, 0.56], [0.26, 22.58, -0.56], [7.69, 25.84, -2.70], [6.89, 25.51, -1.56], [5.37, 26.17, -1.56], [5.17, 27.58, -2.00], [4.98, 26.08, 0.01], [3.66, 26.04, 0.39], [4.41, 25.03, -2.16], [3.72, 25.29, -3.38], [7.19, 25.28, -3.50], [8.71, 25.66, -2.38], [7.49, 26.86, -3.01], [3.38, 26.97, 0.87], [3.42, 25.16, 1.00], [3.06, 25.85, -0.50], [3.23, 24.37, -3.69], [4.48, 25.41, -4.16], [2.94, 26.05, -3.31], [2.75, 25.55, 4.08], [1.41, 26.20, 3.09], [2.14, 24.61, 5.48], [3.86, 26.84, 4.70], [3.40, 24.95, 3.45], [2.66, 21.70, 8.57], [0.92, 21.56, 8.43], [3.50, 23.31, 8.38], [3.45, 20.53, 7.60], [2.84, 21.45, 9.62], [-3.88, 25.40, 1.89], [-4.47, 26.67, 2.88], [-4.31, 25.69, 0.13], [-4.62, 23.89, 2.61], [-2.79, 25.41, 1.97], [-2.37, 17.26, 4.45], [-2.28, 18.47, 5.68], [-3.13, 17.77, 2.89], [-3.38, 15.91, 5.01], [-1.36, 16.95, 4.18], [4.82, 20.57, 3.04], [5.15, 21.92, 1.75], [6.38, 19.92, 3.69], [3.80, 19.35, 2.20], [4.17, 20.94, 3.83], [-1.09, 23.62, 5.94], [-2.41, 22.42, 5.96], [-0.83, 24.36, 7.53], [-1.40, 25.03, 4.85], [-0.14, 23.12, 5.79]], "lowdin_spin": [0.0010, 0.0005, 0.0016, 0.0050, 0.0082, 0.0055, 0.0044, 0.0079, 0.0001, 0.0001, 0.0006, 0.0009, 0.0000, 0.0024, 0.0041, 0.0010, 0.0025, 0.0024, 0.0053, 0.0032, 0.0010, 0.0074, 0.0079, 0.0074, 0.0055, 0.0005, 0.0003, 0.0001, 0.0003, 0.0054, 0.0010, 0.0017, 0.0004, 0.0008, 0.0009, 0.0028, 0.0008, 0.0010, 0.0009, 0.0006, 0.0005, 0.0006, 0.0034, 0.0001, 0.0011, 0.0007, 0.0033, 0.0008, 0.0006, 0.0017, 0.0010, 0.0033, 0.0010, 0.0015, 0.2433, 0.2832, 0.1952, 0.1432, 0.0101, 0.0003, 0.0006, 0.0002, 0.0007, 0.0000]}

{"formula": "F3HN2", "method": "wB97M-V/def2-TZVPD", "charge": 0, "e_homo_ev": [-10.91, -11.16], "spin_multiplicity": 1, "total_energy_ha": -409.4122, "de_lowest_ev": 3.6992, "species": ["N", "N", "F", "F", "F", "H"], "positions_angstrom": [[-1.33, 0.14, -0.67], [1.12, -0.50, 0.61], [-1.51, 1.31, -0.05], [1.55, 0.78, 0.50], [1.65, -1.08, -0.45], [-1.49, -0.65, 0.06]], "lowdin_charge": [0.0621, 0.0546, -0.1266, -0.0423, -0.0149, 0.0670]}

{"formula": "C20H18F36Li4N7O24S12", "method": "wB97M-V/def2-TZVPD", "s_squared": 0.755, "charge": -2, "e_homo_ev": [-0.58, -4.67], "spin_multiplicity": 2, "total_energy_ha": -11365.3571, "species": ["Li", "Li", "Li", "Li", "C", "C", "C", "N", "C", "C", "C", "C", "C", "H", "H", "H", "H", "H", "H", "H", "H", "H", "H", "H", "H", "H", "H", "H", "H", "H", "H", "C", "F", "F", "F", "S", "O", "O", "N", "S", "O", "O", "C", "F", "F", "F", "C", "F", "F", "F", "S", "O", "O", "N", "S", "O", "O", "C", "F", "F", "F", "C", "F", "F", "F", "S", "O", "O", "N", "S", "O", "O", "C", "F", "F", "F", "C", "F", "F", "F", "S", "O", "O", "N", "S", "O", "O", "C", "F", "F", "F", "C", "F", "F", "F", "S", "O", "O", "N", "S", "O", "O", "C", "F", "F", "F", "C", "F", "F", "F", "S", "O", "O", "N", "S", "O", "O", "C", "F", "F", "F"], "positions_angstrom": [[2.13, -2.50, -2.14], [0.76, -5.40, 0.54], [3.95, -0.08, 2.96], [4.51, 0.22, 0.44], [-2.50, 0.88, 3.91], [-2.78, 0.50, 2.43], [-4.09, 1.08, 1.80], [-4.56, 0.51, 0.44], [-3.33, 0.81, -0.43], [-5.94, 1.10, -0.17], [-6.19, 0.08, -1.25], [-5.53, -1.27, -0.84], [-4.79, -1.02, 0.48], [-2.38, 1.96, 4.03], [-1.52, 0.55, 4.27], [-3.24, 0.48, 4.60], [-2.96, -0.57, 2.41], [-1.88, 0.75, 1.87], [-3.86, 2.14, 1.67], [-4.94, 1.18, 2.48], [-3.60, 0.64, -1.48], [-2.47, 0.18, -0.25], [-3.11, 1.88, -0.51], [-5.60, 2.04, -0.62], [-6.74, 1.23, 0.55], [-5.80, 0.52, -2.17], [-7.15, -0.02, -1.77], [-4.83, -1.61, -1.60], [-6.27, -2.07, -0.81], [-3.87, -1.59, 0.59], [-5.47, -1.29, 1.29], [0.04, 3.49, -3.14], [-0.52, 2.46, -2.40], [-0.84, 3.77, -4.17], [0.04, 4.72, -2.41], [1.79, 2.97, -3.83], [2.79, 3.60, -2.99], [1.78, 1.50, -3.79], [1.53, 3.29, -5.52], [2.40, 4.63, -5.71], [1.86, 5.65, -4.81], [3.83, 4.37, -5.81], [1.95, 5.15, -7.55], [0.66, 5.03, -7.67], [2.24, 6.37, -7.87], [2.60, 4.33, -8.44], [1.02, 2.43, 1.68], [2.05, 3.30, 2.13], [0.53, 1.70, 2.72], [0.14, 3.37, 1.03], [2.07, 1.39, 0.39], [1.25, 1.10, -0.83], [3.26, 2.22, 0.14], [2.77, 0.06, 1.26], [1.56, -1.01, 1.10], [0.17, -0.52, 1.02], [1.93, -2.00, 0.06], [1.63, -2.11, 2.80], [1.18, -3.33, 2.48], [2.88, -2.16, 3.20], [0.87, -1.59, 3.74], [3.35, -6.95, -2.40], [3.35, -8.12, -1.77], [4.44, -6.96, -3.20], [2.18, -6.70, -3.03], [3.54, -5.50, -1.09], [4.96, -5.50, -0.94], [3.02, -4.26, -1.68], [2.53, -5.91, 0.26], [3.40, -6.74, 1.14], [2.42, -7.32, 2.10], [4.41, -7.68, 0.61], [4.50, -5.49, 2.28], [4.40, -4.26, 1.83], [3.94, -5.34, 3.48], [5.72, -5.83, 2.54], [6.20, 2.69, 1.74], [6.82, 3.85, 1.99], [5.02, 2.86, 2.29], [6.03, 2.46, 0.40], [6.98, 1.19, 2.63], [8.39, 1.15, 2.19], [6.74, 1.32, 4.01], [5.87, 0.00, 2.00], [6.43, -1.34, 2.63], [7.73, -1.36, 3.30], [5.37, -2.05, 3.31], [6.84, -2.46, 1.06], [5.79, -2.41, 0.26], [8.00, -2.02, 0.44], [7.01, -3.73, 1.45], [-1.90, -4.74, -2.09], [-2.89, -5.27, -1.45], [-0.94, -5.67, -2.36], [-2.26, -4.18, -3.22], [-1.04, -3.27, -1.02], [0.11, -2.90, -1.83], [-1.93, -2.15, -0.87], [-0.73, -4.23, 0.41], [-1.85, -3.70, 1.36], [-1.48, -2.48, 2.06], [-3.23, -3.67, 0.89], [-1.94, -5.25, 2.62], [-1.08, -5.09, 3.66], [-3.15, -5.36, 3.18], [-1.69, -6.45, 1.99], [-7.38, 5.56, -0.01], [-7.52, 5.82, 1.30], [-7.01, 4.34, 0.06], [-8.51, 5.58, -0.68], [-5.99, 6.63, -0.85], [-5.70, 6.04, -2.16], [-6.65, 7.92, -1.00], [-4.73, 6.63, 0.37], [-3.55, 6.06, -0.45], [-3.61, 4.59, -0.64], [-3.36, 6.89, -1.65], [-1.94, 6.27, 0.54], [-2.17, 7.22, 1.43], [-1.74, 5.17, 1.28], [-0.94, 6.59, -0.30]], "lowdin_spin": [0.0046, 0.0004, 0.0327, 0.0185, 0.0006, 0.0005, 0.0001, 0.0000, 0.0001, 0.0000, 0.0000, 0.0000, 0.0000, 0.0002, 0.0003, 0.0000, 0.0000, 0.0005, 0.0000, 0.0000, 0.0000, 0.0001, 0.0000, 0.0000, 0.0000, 0.0000, 0.0000, 0.0000, 0.0000, 0.0000, 0.0000, 0.0002, 0.0009, 0.0000, 0.0001, 0.0005, 0.0003, 0.0015, 0.0001, 0.0000, 0.0000, 0.0000, 0.0000, 0.0000, 0.0000, 0.0000, 0.1736, 0.0109, 0.0133, 0.0535, 0.2358, 0.0606, 0.0127, 0.1920, 0.0612, 0.0026, 0.0305, 0.0201, 0.0019, 0.0126, 0.0056, 0.0000, 0.0000, 0.0000, 0.0000, 0.0005, 0.0001, 0.0009, 0.0000, 0.0000, 0.0000, 0.0000, 0.0000, 0.0005, 0.0000, 0.0000, 0.0007, 0.0002, 0.0033, 0.0005, 0.0042, 0.0020, 0.0027, 0.0124, 0.0031, 0.0003, 0.0070, 0.0007, 0.0067, 0.0002, 0.0002, 0.0001, 0.0000, 0.0000, 0.0000, 0.0004, 0.0009, 0.0001, 0.0000, 0.0001, 0.0001, 0.0000, 0.0000, 0.0001, 0.0000, 0.0000, 0.0000, 0.0000, 0.0000, 0.0000, 0.0000, 0.0000, 0.0000, 0.0000, 0.0002, 0.0001, 0.0000, 0.0002, 0.0001, 0.0017, 0.0002]}

Computed max |F| (eV/A) in order:
4.71; 3.23; 2.15; 10.12
Computed molar mass (g/mol) in order:
85.2; 996.4; 86.0; 1836.9